{"formula": "C5H11ClN2", "method": "the ωB97M-V functional and the def2-TZVPD basis", "symbols": ["C", "C", "C", "C", "C", "N", "N", "Cl", "H", "H", "H", "H", "H", "H", "H", "H", "H", "H", "H"], "positions_angstrom": [[0.791, -3.101, 0.338], [1.446, 1.309, -0.103], [-0.089, -1.276, 1.523], [-0.818, -1.626, -0.698], [0.040, 2.600, 1.164], [-0.044, -2.115, 0.471], [0.272, 1.731, 0.105], [0.595, -1.767, 2.966], [1.464, -3.163, 1.207], [0.849, -3.615, -0.616], [1.564, 0.757, -0.939], [2.288, 1.608, 0.481], [-0.659, -0.347, 1.521], [-1.716, -1.039, -0.333], [-0.088, -0.917, -1.204], [-1.014, -2.473, -1.290], [0.981, 3.007, 1.709], [-0.641, 3.410, 0.680], [-0.767, 2.223, 1.826]], "mulliken_charge": [-0.433, -0.350, -0.107, -0.805, -0.711, 0.025, -0.306, -0.247, 0.200, 0.214, 0.322, 0.243, 0.257, 0.273, 0.243, 0.365, 0.289, 0.271, 0.257], "e_tot_ha": -766.66000, "fmax_ev_per_a": 3.4, "homo_lumo_gap_ha": 0.27507}

---

{"formula": "C18H22N4O5S", "method": "the ωB97M-V functional and the def2-TZVPD basis", "symbols": ["C", "N", "C", "N", "C", "O", "C", "C", "C", "C", "S", "O", "O", "N", "C", "C", "C", "C", "C", "C", "C", "C", "C", "O", "N", "C", "C", "O", "H", "H", "H", "H", "H", "H", "H", "H", "H", "H", "H", "H", "H", "H", "H", "H", "H", "H", "H", "H", "H", "H"], "positions_angstrom": [[-1.988, -0.662, 1.915], [-2.633, -0.020, 0.788], [-3.616, -0.608, 0.039], [-3.845, -1.976, 0.202], [-2.949, -3.015, 0.048], [-3.300, -4.154, 0.234], [-1.563, -2.620, -0.337], [-1.326, -1.695, -1.350], [-0.030, -1.288, -1.615], [1.012, -1.810, -0.875], [2.669, -1.145, -1.066], [2.674, -0.287, -2.218], [3.617, -2.217, -1.009], [2.744, -0.316, 0.385], [4.056, -0.237, 0.997], [4.909, 0.863, 0.366], [4.174, 2.199, 0.456], [2.814, 2.081, -0.227], [2.016, 0.937, 0.396], [0.798, -2.787, 0.080], [-0.494, -3.205, 0.341], [-4.361, 0.128, -0.818], [-4.093, 1.526, -1.047], [-4.728, 2.248, -1.783], [-2.965, 2.001, -0.364], [-2.545, 3.372, -0.595], [-2.232, 1.294, 0.548], [-1.289, 1.766, 1.141], [-1.954, 0.055, 2.736], [-2.553, -1.540, 2.215], [-0.962, -0.942, 1.671], [-4.814, -2.268, 0.245], [-2.144, -1.300, -1.934], [0.190, -0.565, -2.385], [4.521, -1.214, 0.865], [3.912, -0.045, 2.065], [5.081, 0.608, -0.682], [5.873, 0.917, 0.874], [4.764, 2.985, -0.019], [4.035, 2.467, 1.506], [2.954, 1.870, -1.288], [2.249, 3.009, -0.124], [1.082, 0.779, -0.146], [1.767, 1.169, 1.437], [1.646, -3.197, 0.604], [-0.696, -3.959, 1.086], [-5.147, -0.322, -1.401], [-1.543, 3.383, -1.024], [-3.258, 3.820, -1.283], [-2.528, 3.917, 0.348]], "mulliken_charge": [-1.073, 0.320, 0.514, -0.077, 0.091, -0.614, 0.376, -0.161, -0.582, 0.037, 1.583, -0.691, -0.774, 0.174, -0.982, -0.443, -0.790, -0.674, -0.604, -0.563, -1.022, -0.875, 0.434, -0.661, 0.030, -1.113, 0.421, -0.630, 0.436, 0.441, 0.160, 0.278, 0.610, 0.568, 0.473, 0.406, 0.284, 0.381, 0.399, 0.289, 0.323, 0.399, 0.064, 0.465, 0.459, 0.419, 0.465, 0.295, 0.419, 0.314], "e_tot_ha": -1692.58375, "smiles": "Cn1c(NC(=O)c2ccc(S(=O)(=O)N3CCCCC3)cc2)cc(=O)n(C)c1=O", "fmax_ev_per_a": 1.0, "homo_lumo_gap_ha": 0.33206}

---

{"formula": "C4H7NO", "method": "the ωB97M-V functional and the def2-TZVPD basis", "symbols": ["C", "C", "C", "N", "C", "H", "H", "H", "H", "H", "O", "H", "H"], "positions_angstrom": [[-0.297, -0.636, -1.069], [0.365, 0.601, -0.788], [1.169, 0.354, 0.271], [0.953, -0.950, 0.703], [0.030, -1.551, -0.095], [-0.971, -0.766, -1.916], [0.425, 1.523, -1.366], [1.849, 1.038, 0.779], [1.394, -1.380, 1.519], [-0.149, -2.610, 0.090], [-1.841, 1.365, 0.921], [-1.271, 0.755, 0.401], [-1.655, 2.257, 0.549]], "mulliken_charge": [-0.386, -0.889, -0.086, -0.003, -0.361, 0.310, 0.444, 0.337, 0.208, 0.372, -0.728, 0.480, 0.301], "e_tot_ha": -286.59329, "smiles": "c1cc[nH]c1.O", "fmax_ev_per_a": 1.6, "homo_lumo_gap_ha": 0.35500}

---

{"formula": "C24H36LuP2Si", "method": "the ωB97M-V functional and the def2-TZVPD basis", "symbols": ["C", "C", "C", "H", "C", "C", "H", "H", "H", "H", "Lu", "C", "H", "H", "H", "Si", "C", "C", "H", "C", "H", "C", "H", "C", "H", "C", "H", "C", "C", "H", "C", "H", "C", "H", "C", "H", "C", "H", "H", "H", "C", "P", "C", "C", "C", "P", "C", "C", "H", "H", "H", "H", "H", "H", "H", "H", "H", "H", "H", "H", "H", "H", "H", "H"], "positions_angstrom": [[0.284, -2.586, 2.172], [0.729, -3.744, 1.458], [2.150, -3.665, 1.315], [0.150, -4.627, 1.196], [2.596, -2.440, 1.890], [1.445, -1.791, 2.470], [1.509, -0.956, 3.151], [-0.720, -2.409, 2.566], [2.821, -4.414, 0.910], [3.633, -2.129, 1.943], [0.958, -1.589, -0.214], [-0.305, -0.963, -3.433], [0.247, -0.155, -3.947], [-1.268, -0.536, -3.091], [-0.528, -1.578, -4.309], [-2.327, 1.889, -1.687], [-3.634, 0.930, -0.795], [-3.421, -0.153, 0.091], [-2.419, -0.613, 0.157], [-4.513, -0.673, 0.797], [-4.350, -1.509, 1.460], [-5.785, -0.127, 0.636], [-6.609, -0.477, 1.241], [-6.016, 0.855, -0.308], [-7.024, 1.227, -0.519], [-4.963, 1.373, -1.041], [-5.159, 2.111, -1.830], [0.508, -1.649, -2.433], [0.067, -2.889, -1.912], [-1.004, -3.120, -1.829], [1.030, -3.813, -1.482], [0.735, -4.831, -1.151], [2.392, -3.494, -1.540], [3.144, -4.288, -1.471], [2.796, -2.140, -1.735], [3.862, -1.891, -1.633], [1.862, -1.252, -2.289], [2.143, -0.249, -2.638], [-1.219, 1.381, -2.670], [-2.994, 3.030, -2.032], [-0.931, 1.752, 1.529], [-0.866, 2.595, -0.049], [-1.387, 4.259, 0.434], [0.839, 2.776, -0.687], [2.020, 2.548, 0.280], [2.334, 0.866, 1.021], [4.114, 0.604, 0.643], [2.519, 1.457, 2.769], [-0.587, 2.525, 2.230], [-0.257, 0.890, 1.595], [-1.957, 1.471, 1.776], [-0.981, 4.422, 1.446], [-0.944, 5.001, -0.228], [-2.482, 4.360, 0.462], [0.910, 2.162, -1.604], [0.837, 3.840, -0.978], [2.916, 2.758, -0.306], [1.991, 3.291, 1.096], [4.739, 1.133, 1.369], [4.347, -0.462, 0.700], [4.344, 0.961, -0.364], [3.555, 1.774, 2.951], [1.845, 2.303, 2.964], [2.282, 0.668, 3.488]], "mulliken_charge": [-1.286, -0.739, -0.524, 0.507, -0.586, -0.322, 0.597, 0.548, 0.562, 0.605, 0.792, -1.564, 0.433, 0.094, 0.403, 0.754, 0.372, -0.166, 0.427, -0.620, 0.443, -0.507, 0.401, -0.549, 0.371, -0.549, 0.333, 1.737, -0.907, 0.398, -0.489, 0.481, -0.649, 0.524, -0.570, 0.513, -0.822, 0.341, -0.111, -0.332, -0.908, 1.033, -1.459, -0.764, -1.585, 1.006, -1.505, -1.567, 0.431, -0.084, 0.427, 0.444, 0.429, 0.386, 0.234, 0.558, 0.693, 0.511, 0.565, 0.162, 0.439, 0.452, 0.384, 0.372], "e_tot_ha": -3143.47062, "fmax_ev_per_a": 5.5, "homo_lumo_gap_ha": [0.15843, 0.15690], "total_charge": 1}

---

{"formula": "C4H12S", "method": "the ωB97M-V functional and the def2-TZVPD basis", "symbols": ["C", "C", "S", "H", "H", "H", "H", "H", "H", "C", "C", "H", "H", "H", "H", "H", "H"], "positions_angstrom": [[-1.491, 1.030, -0.663], [-2.890, 1.208, -1.246], [-4.203, 1.500, -0.056], [-1.336, 1.678, 0.206], [-1.355, 0.033, -0.263], [-0.739, 1.245, -1.421], [-3.225, 0.272, -1.702], [-2.879, 1.902, -2.090], [-3.878, 2.739, 0.338], [2.355, -1.814, 0.341], [3.189, -1.122, 1.410], [1.564, -1.148, -0.005], [2.910, -2.025, -0.569], [1.826, -2.722, 0.637], [4.239, -1.433, 1.418], [2.752, -1.299, 2.392], [3.162, -0.044, 1.272]], "mulliken_charge": [-0.825, -0.501, -0.212, 0.293, 0.234, 0.305, 0.267, 0.329, 0.103, -0.610, -0.793, 0.060, 0.273, 0.284, 0.265, 0.260, 0.269], "e_tot_ha": -557.76309, "smiles": "CCS.CC", "fmax_ev_per_a": 0.9, "homo_lumo_gap_ha": 0.36937}

---

{"formula": "C36H38Cl2N5O2Si2Ti", "method": "the ωB97M-V functional and the def2-TZVPD basis", "symbols": ["Ti", "C", "C", "C", "C", "C", "C", "N", "C", "C", "C", "C", "C", "C", "N", "N", "C", "C", "C", "C", "C", "N", "H", "H", "H", "H", "H", "H", "H", "H", "H", "H", "H", "H", "H", "C", "Si", "C", "C", "C", "C", "C", "C", "C", "C", "N", "Si", "C", "C", "C", "H", "H", "H", "H", "H", "H", "H", "H", "H", "H", "H", "H", "H", "H", "H", "H", "H", "H", "H", "H", "H", "H", "Cl", "C", "C", "C", "Cl", "C", "O", "C", "C", "O", "C", "H", "H", "H"], "positions_angstrom": [[0.538, 0.050, 0.165], [0.901, 2.191, 5.377], [-0.213, 2.210, 4.549], [-0.303, 1.337, 3.477], [0.724, 0.430, 3.212], [1.842, 0.419, 4.047], [1.927, 1.292, 5.119], [0.601, -0.457, 2.121], [0.475, -1.792, 2.396], [0.551, -2.419, 3.650], [0.308, -3.776, 3.771], [-0.059, -4.544, 2.668], [-0.192, -3.946, 1.429], [0.100, -2.590, 1.277], [-0.097, -1.840, 0.152], [-0.875, -2.342, -0.810], [-1.832, -1.463, -1.166], [-2.658, -1.703, -2.288], [-3.698, -0.846, -2.542], [-3.929, 0.239, -1.691], [-3.059, 0.419, -0.632], [-2.037, -0.383, -0.362], [0.971, 2.873, 6.216], [-1.025, 2.898, 4.750], [-1.161, 1.339, 2.816], [2.643, -0.277, 3.827], [2.802, 1.267, 5.759], [0.791, -1.839, 4.530], [0.390, -4.249, 4.743], [-0.261, -5.601, 2.791], [-0.520, -4.506, 0.563], [-2.435, -2.557, -2.914], [-4.347, -1.006, -3.395], [-4.749, 0.923, -1.857], [-3.188, 1.256, 0.050], [5.010, 0.933, -1.960], [3.136, 0.578, -1.780], [2.445, 2.340, -1.980], [2.757, -0.550, -3.265], [2.753, -0.225, -0.095], [3.153, 0.790, 0.894], [4.377, 0.848, 1.583], [4.640, 1.916, 2.416], [3.692, 2.924, 2.562], [2.505, 2.792, 1.865], [2.248, 1.769, 1.059], [3.549, -1.922, 0.077], [5.361, -2.001, -0.542], [3.784, -2.534, 1.862], [2.652, -3.242, -0.954], [5.187, 1.527, -2.861], [5.597, 0.015, -2.036], [5.389, 1.504, -1.107], [1.985, 2.490, -2.959], [3.243, 3.076, -1.866], [1.693, 2.562, -1.227], [2.331, 0.038, -4.082], [2.038, -1.324, -3.000], [3.665, -1.031, -3.636], [5.109, 0.065, 1.439], [5.581, 1.970, 2.952], [3.869, 3.777, 3.201], [1.719, 3.538, 1.947], [5.970, -1.186, -0.140], [5.430, -1.951, -1.632], [5.824, -2.938, -0.223], [4.425, -1.860, 2.436], [4.273, -3.512, 1.853], [2.847, -2.645, 2.404], [3.289, -3.626, -1.753], [1.749, -2.836, -1.409], [2.350, -4.082, -0.326], [-2.614, 5.161, -3.893], [-1.931, 4.119, -2.673], [-1.868, 4.569, -1.360], [-1.321, 3.723, -0.403], [-1.257, 4.255, 1.251], [-0.804, 2.459, -0.694], [-0.297, 1.700, 0.247], [-0.866, 2.034, -2.073], [-0.298, 0.810, -2.454], [0.424, 0.064, -1.651], [-1.458, 2.883, -3.034], [-2.230, 5.548, -1.082], [-0.433, 0.461, -3.477], [-1.502, 2.550, -4.063]], "lowdin_spin": [0.110, 0.000, 0.000, 0.000, 0.001, 0.000, 0.000, 0.013, 0.041, 0.000, 0.051, 0.000, 0.046, 0.007, 0.276, 0.295, 0.027, 0.055, 0.004, 0.067, -0.002, 0.078, 0.000, 0.000, 0.000, 0.000, 0.000, -0.001, 0.003, -0.001, 0.003, 0.003, -0.002, 0.004, 0.000, 0.000, 0.002, 0.004, 0.001, 0.012, 0.003, 0.000, 0.000, 0.000, 0.000, 0.004, 0.002, 0.000, 0.001, 0.001, 0.000, 0.000, 0.000, 0.002, 0.000, 0.000, 0.001, 0.000, 0.000, 0.000, 0.000, 0.000, 0.000, 0.000, 0.000, 0.000, 0.000, 0.000, 0.000, 0.000, 0.001, 0.000, -0.011, -0.003, 0.140, 0.006, -0.009, 0.083, 0.060, 0.021, 0.345, 0.115, 0.112, 0.010, 0.015, 0.005], "e_tot_ha": -4167.94602, "fmax_ev_per_a": 2.4, "multiplicity": 3, "homo_lumo_gap_ha": [0.22349, 0.22498], "total_charge": -1, "s2": 2.055}

---

{"formula": "C11H16IN", "method": "the ωB97M-V functional and the def2-TZVPD basis", "symbols": ["C", "C", "C", "C", "C", "C", "C", "C", "C", "C", "C", "N", "I", "H", "H", "H", "H", "H", "H", "H", "H", "H", "H", "H", "H", "H", "H", "H", "H"], "positions_angstrom": [[-0.976, 1.417, 1.281], [-1.572, -0.949, 0.868], [0.263, 1.361, 1.795], [0.813, -0.988, 1.606], [-1.764, 0.382, 0.836], [-0.526, -1.651, 1.576], [-2.861, 0.789, -0.065], [-0.582, -2.826, 2.173], [2.884, 0.040, -2.183], [0.812, 1.386, -1.513], [1.365, 0.024, -1.875], [1.034, 0.194, 1.812], [0.243, -0.879, -3.524], [-1.431, 2.372, 1.388], [-2.266, -1.542, 0.484], [0.796, 2.121, 2.306], [1.584, -1.785, 1.365], [-3.101, 1.774, 0.058], [-3.714, 0.166, 0.120], [-2.566, 0.536, -1.088], [0.373, -3.081, 2.607], [1.184, -0.609, -0.955], [-1.423, -3.553, 2.072], [3.321, 0.316, -1.307], [3.157, 0.634, -3.066], [3.060, -0.952, -2.346], [-0.160, 1.315, -1.237], [1.284, 2.000, -0.829], [0.771, 1.988, -2.359]], "lowdin_spin": [0.243, 0.411, 0.387, 0.195, 0.190, 0.068, 0.025, 0.250, 0.000, 0.005, 0.004, 0.107, 0.003, 0.007, 0.029, 0.021, 0.007, 0.001, 0.003, 0.010, 0.016, 0.003, 0.010, 0.000, 0.000, 0.000, 0.002, 0.002, 0.000], "e_tot_ha": -780.96629, "fmax_ev_per_a": 6.9, "multiplicity": 3, "homo_lumo_gap_ha": [0.23590, 0.24439], "s2": 2.035}

---

{"formula": "C4H13OP", "method": "the ωB97M-V functional and the def2-TZVPD basis", "symbols": ["C", "C", "C", "C", "O", "P", "H", "H", "H", "H", "H", "H", "H", "H", "H", "H", "H", "H", "H"], "positions_angstrom": [[2.822, 0.056, 0.389], [1.801, -0.582, -0.600], [0.412, 0.110, -0.574], [-0.571, -0.586, 0.437], [-1.849, -0.816, -0.118], [-2.908, 0.535, 0.029], [3.507, 0.694, -0.178], [2.321, 0.620, 1.185], [3.409, -0.739, 0.864], [1.671, -1.650, -0.369], [2.219, -0.536, -1.612], [-0.046, 0.127, -1.566], [0.579, 1.121, -0.172], [-0.142, -1.580, 0.632], [-0.596, -0.042, 1.396], [-1.887, 1.467, -0.296], [-3.731, -0.106, -0.952], [-3.142, 0.291, 1.417], [-3.869, 1.615, 0.089]], "mulliken_charge": [-1.110, -0.462, -0.720, -0.531, -0.492, 0.100, 0.289, 0.338, 0.297, 0.315, 0.337, 0.386, 0.373, 0.336, 0.337, 0.061, 0.033, 0.066, 0.047], "e_tot_ha": -576.70390, "smiles": "CCCCO[PH4]", "fmax_ev_per_a": 1.5, "homo_lumo_gap_ha": 0.38892}